[1]
This record from the OMol25 dataset describes a structure of composition C40H32N4OP2PdSTe. The level of theory is wB97M-V/def2-TZVPD.

Values from the calculation:
Kohn-Sham gap (spin up / spin down) in eV: 4.840 / 5.189
LUMO (spin up / spin down) in hartree: -0.2382 / -0.3079
Multiplicity: 5
Total charge: +2
Energy in eV: -90173.6375
ΔE to the lowest compared entry with this formula, charge and spin in kJ/mol: 302.9

Geometry as XYZ:
```
82
Properties=species:S:1:pos:R:3:mulliken_spin:R:1
Pd 0.155 0.252 0.275 0.4202
Te 3.219 0.141 3.430 0.5091
C 4.906 -1.062 3.623 0.0055
C 4.758 -2.433 3.726 0.0212
C 5.897 -3.183 3.998 -0.0080
N 7.113 -2.647 4.175 0.0250
C 7.217 -1.313 4.084 -0.0048
C 6.144 -0.474 3.808 -0.0031
C 2.093 -1.064 2.213 0.3030
P 0.347 -0.650 2.350 0.2237
C -0.669 -2.104 2.163 0.1752
C -0.258 -3.338 2.546 0.0252
C -1.168 -4.424 2.575 0.3735
C -2.537 -4.214 2.264 -0.0560
C -2.982 -3.002 1.857 0.2864
C -2.052 -1.844 1.639 0.0381
C -0.032 0.018 3.963 0.0563
C 0.387 -0.757 5.051 0.0131
C 0.173 -0.294 6.336 -0.0082
C -0.450 0.936 6.541 0.0031
C -0.881 1.696 5.464 0.0048
C -0.675 1.239 4.168 0.0205
P 2.213 -0.830 0.385 -0.0573
C 1.979 -2.421 -0.430 0.0165
C 1.493 -2.442 -1.738 -0.0076
C 1.388 -3.649 -2.418 0.0014
C 1.759 -4.833 -1.793 0.0028
C 2.233 -4.817 -0.485 -0.0007
C 2.349 -3.612 0.196 0.0111
C 3.849 -0.238 -0.039 0.0293
C 4.926 -1.094 0.185 0.0176
C 6.207 -0.661 -0.113 -0.0024
C 6.410 0.614 -0.635 0.0003
C 5.334 1.459 -0.874 0.0007
C 4.044 1.037 -0.579 0.0228
H 3.793 -2.914 3.610 0.0024
H 5.829 -4.263 4.093 0.0001
H 8.207 -0.895 4.240 -0.0003
H 6.291 0.600 3.740 -0.0077
H 0.770 -3.486 2.861 0.0313
H -0.823 -5.409 2.865 -0.0002
H -3.233 -5.038 2.360 0.0087
H -4.025 -2.848 1.598 0.0013
H -2.466 -0.945 2.095 0.1315
H 0.862 -1.719 4.894 0.0149
H 0.487 -0.893 7.183 -0.0008
H -0.605 1.296 7.552 0.0001
H -1.379 2.644 5.630 0.0006
H -1.020 1.825 3.332 0.0002
H 1.206 -1.524 -2.229 -0.0067
H 1.018 -3.665 -3.437 0.0006
H 1.688 -5.774 -2.329 0.0003
H 2.521 -5.745 0.000 0.0006
H 2.730 -3.594 1.215 0.0047
H 4.768 -2.097 0.562 0.0022
H 7.051 -1.323 0.054 -0.0001
H 7.416 0.945 -0.865 0.0000
H 5.497 2.445 -1.297 0.0003
H 3.200 1.687 -0.760 -0.0133
C -2.176 -2.847 -1.828 -0.0069
C -3.245 -2.000 -2.273 0.2434
C -3.565 -0.888 -1.540 -0.1211
C -2.882 -0.579 -0.360 0.1655
N -1.976 -1.534 0.164 0.1570
C -1.605 -2.625 -0.638 0.0884
C -2.841 0.762 0.167 0.1196
C -3.913 1.662 0.012 0.0826
C -3.787 2.960 0.421 0.0078
C -2.576 3.405 0.973 0.0697
C -1.567 2.500 1.114 -0.0107
N -1.690 1.190 0.755 0.0618
H -1.840 -3.684 -2.428 0.0012
H -3.761 -2.209 -3.201 0.0143
H -4.299 -0.185 -1.917 0.0059
H -0.859 -3.285 -0.212 0.0419
H -4.845 1.308 -0.411 0.0059
H -4.625 3.642 0.324 0.0000
H -2.436 4.433 1.283 0.0032
H -0.614 2.795 1.515 0.0102
O -0.544 0.380 -1.921 0.0712
S 0.234 1.644 -2.138 -0.0105
N 0.993 1.990 -0.890 0.3706
```

=====

[2]
This record from the OMol25 dataset describes a structure of composition C40H32O2P2ReS2. The level of theory is wB97M-V/def2-TZVPD.

Values from the calculation:
Kohn-Sham gap in eV: 7.156
LUMO in hartree: -0.1068
Total charge: +1
Energy in eV: -88468.2745
ΔE to the lowest compared entry with this formula, charge and spin in kJ/mol: 43.4

Geometry as XYZ:
```
79
Properties=species:S:1:pos:R:3:mulliken_charge:R:1
Re -0.530 -1.618 0.472 -0.5597
S 0.590 -1.426 2.635 -0.5605
P 1.367 0.221 1.679 0.8256
C 0.490 -0.003 0.205 0.2280
P 0.562 0.165 -1.519 1.5712
S -0.320 -1.626 -1.972 -0.6825
C 2.211 0.336 -2.206 0.3131
C 2.913 1.516 -1.944 -0.1160
C 4.229 1.642 -2.354 -0.8684
C 4.842 0.598 -3.037 -0.5063
C 4.142 -0.568 -3.311 -0.7109
C 2.826 -0.707 -2.890 -0.5334
C -0.363 1.580 -2.119 0.3535
C -1.346 2.161 -1.323 -0.3293
C -2.095 3.219 -1.816 -0.6483
C -1.867 3.691 -3.100 -0.5412
C -0.890 3.111 -3.899 -0.7005
C -0.136 2.056 -3.411 -0.5589
C 3.147 0.125 1.450 1.2077
C 4.025 0.919 2.183 -0.5055
C 5.394 0.796 1.988 -0.7833
C 5.884 -0.116 1.066 -0.6201
C 5.010 -0.922 0.344 -0.6074
C 3.646 -0.807 0.539 -0.5765
C 1.025 1.776 2.506 0.3493
C 0.300 1.809 3.691 -0.5944
C -0.023 3.033 4.264 -0.6619
C 0.367 4.212 3.649 -0.5452
C 1.087 4.182 2.459 -0.8180
C 1.419 2.966 1.887 0.0086
H 2.422 2.335 -1.430 0.4107
H 4.776 2.552 -2.148 0.4539
H 5.869 0.698 -3.360 0.4373
H 4.622 -1.373 -3.853 0.4276
H 2.279 -1.621 -3.084 0.3993
H -1.526 1.780 -0.329 0.4277
H -2.859 3.672 -1.196 0.4981
H -2.452 4.518 -3.483 0.4051
H -0.716 3.483 -4.900 0.4173
H 0.631 1.606 -4.030 0.4447
H 3.644 1.632 2.902 0.4445
H 6.077 1.412 2.558 0.4382
H 6.951 -0.206 0.914 0.4252
H 5.395 -1.639 -0.369 0.4644
H 2.965 -1.443 -0.015 0.2603
H -0.013 0.882 4.154 0.4140
H -0.581 3.063 5.191 0.4572
H 0.111 5.163 4.099 0.4142
H 1.390 5.106 1.983 0.4484
H 1.990 2.938 0.965 0.3444
C -0.465 -6.026 0.063 -1.6895
C -0.894 -4.598 -0.011 1.1941
O -0.124 -3.744 0.454 -0.6511
C -2.160 -4.249 -0.677 0.5243
C -2.541 -4.955 -1.823 -0.7307
C -3.623 -4.540 -2.574 -0.8977
C -4.354 -3.428 -2.176 -0.7472
C -4.029 -2.740 -1.015 -0.7105
C -2.941 -3.161 -0.278 1.1802
O -2.624 -2.587 0.947 -0.6855
H 0.337 -6.132 0.789 0.3979
H -0.082 -6.333 -0.914 0.3854
H -1.303 -6.675 0.311 0.4096
H -1.959 -5.807 -2.146 0.3663
H -3.894 -5.075 -3.473 0.4293
H -5.198 -3.100 -2.768 0.4229
H -4.607 -1.885 -0.691 0.4230
C -2.271 -1.181 0.970 0.0167
C -3.204 -0.229 1.527 1.4604
C -2.715 1.013 1.941 0.7923
C -3.571 1.945 2.501 -1.1333
C -4.917 1.641 2.664 -0.5683
C -5.401 0.395 2.287 -0.8758
C -4.549 -0.544 1.727 -0.3814
H -1.657 1.218 1.846 -0.0587
H -3.184 2.903 2.826 0.4653
H -5.586 2.368 3.105 0.4225
H -6.444 0.150 2.438 0.4232
H -4.917 -1.526 1.463 0.5549
```

=====

[3]
This record from the OMol25 dataset describes a structure of composition C40H33As2CrNO2S2. The level of theory is wB97M-V/def2-TZVPD.

Values from the calculation:
Kohn-Sham gap (spin up / spin down) in eV: 6.551 / 7.906
LUMO (spin up / spin down) in hartree: -0.1555 / -0.1077
Multiplicity: 4
Total charge: +1
Energy in eV: -219365.7859
ΔE to the lowest compared entry with this formula, charge and spin in kJ/mol: 4.2

Geometry as XYZ:
```
81
Properties=species:S:1:pos:R:3:mulliken_spin:R:1
Cr -0.979 0.090 1.039 3.4429
C 0.041 2.081 -1.796 -0.0102
C -1.238 1.246 -1.999 -0.0087
As -0.804 -0.574 -1.414 -0.2159
C 0.522 -0.954 -2.766 -0.0244
C 1.807 -1.408 -2.508 0.0082
C 2.685 -1.611 -3.566 0.0012
C 2.280 -1.377 -4.871 0.0001
C 0.984 -0.950 -5.129 -0.0014
C 0.103 -0.736 -4.078 0.0026
C -2.298 -1.685 -1.879 -0.0377
C -3.584 -1.302 -1.510 0.0135
C -4.655 -2.137 -1.796 0.0031
C -4.437 -3.351 -2.434 -0.0067
C -3.151 -3.730 -2.795 0.0034
C -2.074 -2.902 -2.515 -0.0063
As 0.721 1.819 0.026 -0.0535
C 2.351 0.781 -0.115 -0.0308
C 2.523 -0.331 0.698 0.0353
C 3.718 -1.043 0.662 0.0074
C 4.737 -0.636 -0.184 -0.0004
C 4.572 0.490 -0.986 0.0001
C 3.386 1.203 -0.946 0.0001
C 1.555 3.465 0.545 -0.0017
C 2.311 3.450 1.715 -0.0049
C 2.958 4.602 2.128 0.0017
C 2.848 5.769 1.378 -0.0036
C 2.090 5.782 0.219 0.0010
C 1.434 4.627 -0.201 -0.0093
H -0.168 3.138 -1.943 -0.0049
H 0.832 1.784 -2.484 -0.0003
H -1.587 1.278 -3.029 -0.0016
H -2.041 1.623 -1.360 0.0175
H 2.114 -1.635 -1.502 -0.0006
H 3.688 -1.963 -3.364 0.0000
H 2.966 -1.542 -5.691 0.0000
H 0.654 -0.790 -6.146 -0.0003
H -0.911 -0.424 -4.294 -0.0012
H -3.763 -0.363 -0.999 0.0206
H -5.657 -1.841 -1.516 -0.0001
H -5.272 -4.005 -2.648 -0.0004
H -2.983 -4.676 -3.294 0.0001
H -1.069 -3.208 -2.774 -0.0005
H 1.735 -0.672 1.361 -0.0124
H 3.845 -1.914 1.291 0.0004
H 5.665 -1.191 -0.217 0.0001
H 5.374 0.816 -1.635 -0.0002
H 3.272 2.088 -1.563 0.0001
H 2.405 2.543 2.301 0.0015
H 3.547 4.591 3.036 0.0000
H 3.360 6.667 1.699 -0.0001
H 2.003 6.688 -0.365 -0.0001
H 0.846 4.661 -1.107 -0.0011
S -3.209 -0.614 1.912 -0.0513
C -2.667 0.733 2.782 -0.0049
N -1.833 1.570 2.158 0.0074
C -1.601 2.737 2.920 0.0254
C -0.978 3.902 2.503 -0.0078
C -0.880 4.962 3.386 0.0016
C -1.410 4.877 4.674 -0.0028
C -2.079 3.737 5.082 0.0012
C -2.178 2.680 4.186 -0.0022
S -3.068 1.193 4.387 0.0052
H -0.604 4.004 1.497 0.0037
H -0.393 5.873 3.065 0.0000
H -1.327 5.718 5.349 -0.0002
H -2.525 3.675 6.065 0.0001
O 0.346 -2.724 -0.378 -0.0205
C -0.233 -2.780 0.694 -0.0165
O -0.532 -1.719 1.403 -0.0613
C -0.677 -4.067 1.284 -0.0005
C -0.303 -5.249 0.650 -0.0019
C -0.824 -6.455 1.083 -0.0006
C -1.729 -6.481 2.140 0.0012
C -2.090 -5.304 2.781 -0.0009
C -1.560 -4.094 2.358 0.0029
H 0.391 -5.205 -0.179 0.0005
H -0.530 -7.376 0.598 -0.0001
H -2.154 -7.422 2.461 0.0001
H -2.786 -5.328 3.609 -0.0001
H -1.831 -3.168 2.851 0.0005
```

=====

[4]
This record from the OMol25 dataset describes a structure of composition C40H33CrF5N7O3. The level of theory is wB97M-V/def2-TZVPD.

Values from the calculation:
Kohn-Sham gap (spin up / spin down) in eV: 5.632 / 5.560
LUMO (spin up / spin down) in hartree: -0.0498 / -0.0499
Multiplicity: 2
Energy in eV: -100594.0898
ΔE to the lowest compared entry with this formula, charge and spin in kJ/mol: 0.0

Geometry as XYZ:
```
89
Properties=species:S:1:pos:R:3:mulliken_spin:R:1
Cr -0.090 -0.044 -0.222 1.0127
C -2.538 -1.856 2.822 0.0000
C -2.251 -0.493 3.448 -0.0012
C -1.554 0.529 2.518 0.0155
N -1.718 0.284 1.094 -0.0545
C -2.904 0.463 0.562 0.0128
C -4.041 0.897 1.288 0.0248
C -5.380 0.933 0.951 -0.0110
C -6.029 0.578 -0.223 0.0209
C -5.395 0.203 -1.397 -0.0105
C -4.048 0.139 -1.703 0.0226
C -2.899 0.367 -0.913 0.0189
N -1.685 0.510 -1.411 -0.0373
C -1.534 0.798 -2.828 0.0106
C -1.169 -0.421 -3.660 -0.0027
C 0.166 -0.950 -3.171 0.0191
N 0.082 -1.415 -1.791 -0.0665
C -0.116 -2.689 -1.578 -0.0138
C -0.423 -3.626 -2.608 0.0542
C -0.431 -4.998 -2.615 -0.0206
C -0.146 -5.911 -1.599 0.0505
C 0.106 -5.572 -0.290 -0.0234
C 0.110 -4.333 0.345 0.0651
C -0.063 -3.028 -0.146 -0.0356
N -0.108 -1.941 0.621 -0.0512
C -0.075 -2.161 2.064 0.0044
C -1.322 -2.768 2.710 0.0011
H -3.012 -1.727 1.849 0.0000
H -3.278 -2.366 3.445 -0.0001
H -1.631 -0.625 4.342 0.0001
H -3.193 -0.076 3.807 -0.0012
H -0.484 0.545 2.718 -0.0002
H -1.901 1.541 2.766 -0.0004
H -3.832 1.226 2.296 0.0047
H -6.026 1.276 1.754 -0.0009
H -7.110 0.617 -0.227 0.0017
H -6.052 -0.050 -2.223 -0.0008
H -3.835 -0.145 -2.725 0.0033
H -0.717 1.523 -2.917 -0.0008
H -2.436 1.283 -3.213 -0.0008
H -1.090 -0.127 -4.710 -0.0009
H -1.945 -1.190 -3.586 -0.0010
H 0.875 -0.128 -3.203 -0.0049
H 0.567 -1.732 -3.818 -0.0006
H -0.693 -3.183 -3.556 0.0087
H -0.686 -5.436 -3.575 -0.0015
H -0.148 -6.962 -1.857 0.0035
H 0.303 -6.404 0.380 -0.0023
H 0.280 -4.406 1.408 0.0105
H 0.140 -1.215 2.550 0.0011
H 0.777 -2.803 2.322 0.0022
H -1.023 -3.065 3.723 -0.0007
H -1.607 -3.686 2.194 -0.0004
O 3.952 5.775 3.033 0.0000
N 2.866 5.612 2.517 -0.0004
O 2.064 6.504 2.325 0.0000
C 2.503 4.233 2.088 0.0039
C 3.387 3.276 2.422 -0.0016
C 3.135 1.907 2.105 0.0018
C 4.044 0.888 2.430 -0.0042
C 3.727 -0.400 2.097 0.0055
C 2.498 -0.653 1.475 -0.0038
N 1.622 0.284 1.168 -0.0119
C 1.950 1.566 1.452 -0.0003
C 1.043 2.607 1.040 -0.0022
N -0.016 2.204 0.316 0.0179
C -0.877 3.101 -0.102 0.0069
C -0.731 4.464 0.174 -0.0009
C 0.346 4.898 0.896 0.0034
C 1.289 3.956 1.357 -0.0082
H 4.293 3.544 2.945 -0.0002
H 4.978 1.131 2.921 -0.0003
H 4.397 -1.224 2.299 0.0002
H 2.228 -1.660 1.198 -0.0003
H -1.708 2.725 -0.684 -0.0044
H -1.468 5.162 -0.196 0.0001
H 0.476 5.944 1.111 0.0003
F 6.463 0.515 -3.427 0.0001
C 5.225 0.585 -2.919 0.0000
C 4.489 1.757 -3.003 0.0009
F 5.021 2.830 -3.600 -0.0001
C 3.220 1.820 -2.473 -0.0062
F 2.543 2.977 -2.566 0.0002
C 2.592 0.737 -1.817 0.0177
O 1.405 0.900 -1.327 -0.0274
C 3.373 -0.434 -1.768 -0.0082
F 2.887 -1.558 -1.198 -0.0030
C 4.653 -0.503 -2.297 0.0018
F 5.341 -1.648 -2.201 -0.0001
```